Record 1
DFT (ωB97M-V/def2-TZVPD) results for C30H50CuN4O5P as an isolated structure.

Its HOMO energy is -7.12 eV. Its orbital gap is 7.535 eV. The calculation puts the largest force on an atom at 0.5 eV/Å.

```
91
Properties=species:S:1:pos:R:3:forces:R:3:lowdin_charge:R:1
Cu 2.788 -0.393 -0.981 0.080 -0.270 0.161 0.299
O 2.720 0.251 -2.918 -0.067 0.155 -0.201 -0.006
C 2.274 1.355 -3.208 0.051 -0.014 0.234 -0.197
C 2.063 2.502 -2.343 0.078 0.028 -0.257 -0.116
C 1.503 3.614 -2.982 0.050 -0.159 0.010 0.016
C 1.283 4.781 -2.304 -0.240 0.262 -0.062 -0.173
C 1.646 4.904 -0.950 -0.001 0.003 0.071 -0.004
C 2.204 3.846 -0.302 -0.035 -0.068 -0.015 0.000
C 2.419 2.570 -0.941 -0.183 -0.080 0.068 -0.365
O 2.842 1.594 -0.262 0.097 0.192 -0.131 -0.073
N 0.672 5.911 -2.993 0.511 -0.119 0.129 -0.368
O 0.384 5.780 -4.170 -0.181 -0.039 -0.074 0.052
O 0.520 6.943 -2.363 -0.158 0.033 0.031 0.055
H 1.987 1.535 -4.260 0.023 0.003 0.004 0.132
H 1.228 3.554 -4.028 0.023 0.003 0.000 0.125
H 1.470 5.844 -0.446 0.013 -0.007 -0.007 0.117
H 2.487 3.916 0.740 0.005 0.007 0.005 0.113
C 1.701 -3.942 1.458 0.038 -0.067 0.032 -0.057
N 2.842 -3.498 0.669 -0.087 0.226 -0.031 -0.153
C 2.619 -3.633 -0.764 0.005 -0.054 0.020 -0.058
C 3.570 -2.404 1.096 0.001 -0.245 -0.104 -0.436
N 3.896 -1.464 0.271 -0.027 0.127 0.015 0.120
N 3.926 -2.416 2.426 -0.083 0.066 0.002 -0.165
C 4.432 -1.194 3.014 0.044 0.001 0.019 -0.063
C 4.351 -3.642 3.077 0.033 -0.023 0.000 -0.059
H 0.788 -3.415 1.158 -0.030 0.004 -0.036 0.076
H 1.864 -3.771 2.518 -0.005 0.035 -0.002 0.077
H 1.542 -5.009 1.299 0.016 -0.008 0.003 0.092
H 2.277 -4.653 -0.949 0.000 0.008 -0.023 0.088
H 3.546 -3.467 -1.306 0.005 0.036 0.022 0.089
H 1.866 -2.928 -1.131 -0.010 0.031 -0.005 0.071
H 4.609 -0.855 0.653 -0.020 -0.024 0.056 0.066
H 5.496 -1.029 2.797 0.002 0.001 0.004 0.095
H 4.317 -1.250 4.097 -0.001 -0.020 0.005 0.091
H 3.863 -0.338 2.654 0.010 -0.011 -0.024 0.082
H 4.127 -4.494 2.442 0.015 0.005 0.021 0.086
H 3.845 -3.771 4.037 -0.003 0.007 0.010 0.089
H 5.430 -3.622 3.259 0.007 -0.001 0.001 0.091
O 0.616 -0.658 -0.994 -0.251 -0.041 0.232 -0.339
P -0.552 -0.065 -0.239 0.346 -0.026 -0.256 0.831
C -1.215 1.338 -1.170 -0.062 0.199 -0.049 -0.319
C -2.512 2.015 -0.648 0.036 0.041 -0.025 -0.176
C -3.671 1.865 -1.629 -0.015 -0.036 -0.001 -0.199
C -3.342 2.484 -2.993 -0.030 0.010 -0.008 -0.180
C -1.876 2.244 -3.395 0.058 0.048 0.013 -0.175
C -1.294 1.032 -2.676 -0.054 -0.061 0.038 -0.178
C -1.736 -1.425 0.019 -0.023 -0.279 -0.002 -0.319
C -1.813 -2.318 -1.261 -0.009 -0.043 0.076 -0.175
C -3.230 -2.395 -1.814 -0.001 0.032 -0.052 -0.203
C -4.198 -2.989 -0.788 0.022 -0.023 0.013 -0.186
C -3.938 -2.441 0.630 0.014 -0.018 0.031 -0.180
C -3.127 -1.148 0.598 0.013 0.066 -0.003 -0.194
C 0.114 0.643 1.303 0.010 -0.067 0.125 -0.323
C -0.574 1.786 2.057 0.057 0.049 0.021 -0.171
C -1.612 1.333 3.077 -0.062 -0.049 -0.067 -0.194
C -1.022 0.302 4.035 0.057 0.044 0.051 -0.195
C -0.427 -0.886 3.281 -0.030 -0.056 -0.006 -0.190
C 0.626 -0.433 2.273 -0.015 0.068 0.022 -0.178
H -0.390 2.056 -1.049 -0.008 -0.003 -0.041 0.113
H -2.313 3.082 -0.510 -0.008 0.011 -0.012 0.121
H -2.796 1.644 0.338 -0.025 -0.060 -0.009 0.084
H -4.570 2.323 -1.213 0.002 0.011 0.003 0.114
H -3.906 0.806 -1.759 0.015 -0.032 0.004 0.085
H -3.545 3.557 -2.969 0.015 0.008 0.009 0.109
H -4.010 2.063 -3.747 -0.008 -0.010 0.009 0.107
H -1.268 3.116 -3.133 -0.018 -0.010 -0.010 0.101
H -1.792 2.130 -4.477 -0.001 -0.014 -0.006 0.113
H -0.300 0.779 -3.045 -0.015 0.012 0.020 0.097
H -1.920 0.152 -2.862 -0.015 0.002 0.001 0.108
H -1.194 -2.010 0.774 -0.008 0.006 -0.016 0.092
H -1.482 -3.327 -0.999 -0.038 0.003 0.004 0.117
H -1.108 -1.975 -2.016 -0.014 0.052 0.005 0.094
H -3.239 -2.994 -2.727 0.005 -0.009 0.003 0.114
H -3.562 -1.396 -2.111 -0.009 0.016 0.018 0.091
H -4.089 -4.076 -0.783 -0.010 -0.006 0.003 0.107
H -5.227 -2.787 -1.090 0.000 0.033 -0.010 0.106
H -3.384 -3.176 1.223 0.005 -0.007 -0.015 0.112
H -4.880 -2.275 1.154 -0.004 -0.009 0.004 0.108
H -3.043 -0.740 1.606 -0.006 -0.025 -0.028 0.087
H -3.661 -0.404 0.007 -0.015 0.042 -0.043 0.095
H 1.005 1.067 0.832 0.142 0.108 -0.028 0.090
H -0.988 2.523 1.368 -0.013 -0.022 -0.005 0.094
H 0.223 2.311 2.598 -0.010 -0.006 0.013 0.125
H -2.481 0.905 2.566 0.031 0.022 0.020 0.086
H -1.984 2.196 3.633 0.024 0.012 0.007 0.114
H -1.776 -0.036 4.748 -0.018 -0.015 -0.016 0.110
H -0.229 0.780 4.622 -0.005 0.001 0.002 0.115
H -1.236 -1.424 2.775 0.027 0.013 -0.005 0.092
H 0.016 -1.595 3.984 0.015 0.009 0.008 0.111
H 1.042 -1.275 1.716 -0.036 -0.020 -0.033 0.080
H 1.471 0.001 2.820 -0.035 0.004 0.037 0.118
```
Forces are in eV/Å.

---

Record 2
DFT (ωB97M-V/def2-TZVPD) results for C30H50HgO16S6 as an isolated structure in a non-equilibrium geometry.

Its HOMO energy is -6.30 eV. Its orbital gap is 6.202 eV. The calculation puts the relative energy (zero: lowest compared OMol25 entry of this formula, charge and spin) at 119.0 kcal/mol. The calculation puts the largest force on an atom at 6.9 eV/Å.

```
103
Properties=species:S:1:pos:R:3:forces:R:3:lowdin_charge:R:1
Hg -0.434 0.055 -0.530 -0.006 -0.683 -0.361 1.213
C 1.520 -1.894 -3.923 -2.492 2.571 4.111 -0.022
C 0.826 -1.475 -2.697 1.006 -1.992 -2.349 -0.320
C 0.065 -2.596 -1.783 0.512 -0.383 -4.027 -0.343
O -0.574 -2.213 -0.789 -0.168 0.142 1.199 -0.111
C -0.029 -3.850 -2.437 -0.852 1.779 3.139 -0.030
C 0.534 -4.192 -3.639 -0.932 -5.775 -1.384 -0.330
C 1.401 -3.192 -4.317 4.304 -3.163 -4.438 -0.389
O 2.221 -3.617 -5.236 -2.526 0.707 2.010 -0.037
O 0.305 -5.451 -4.039 1.305 5.245 0.538 -0.062
O 0.776 -0.271 -2.366 0.079 0.700 0.392 -0.149
H 2.044 -1.158 -4.516 0.097 -0.074 0.019 0.104
H -0.632 -4.622 -1.981 -0.076 -0.047 0.222 0.111
C -0.852 4.660 2.643 -0.427 -0.547 0.637 -0.216
C -2.064 4.138 3.425 -0.074 -0.986 0.546 -0.200
C -2.918 3.155 2.579 0.301 -0.555 0.484 -0.219
S -2.607 3.489 0.842 2.599 1.611 0.290 0.737
O -3.748 4.165 0.262 0.119 -1.073 -0.239 -0.320
O -1.796 2.459 0.175 -1.777 0.987 0.774 -0.358
C -1.448 4.891 1.319 -0.938 0.283 -2.290 -0.229
H -0.043 3.932 2.592 -0.080 -0.247 0.089 0.110
H -0.452 5.541 3.146 -0.057 0.167 -0.267 0.122
H -2.738 4.923 3.767 0.344 0.292 -0.072 0.117
H -1.715 3.577 4.292 -0.159 0.111 0.163 0.104
H -3.973 3.299 2.811 0.028 -0.248 -0.295 0.105
H -2.581 2.139 2.781 -0.159 -0.088 -0.079 0.073
H -2.204 5.677 1.334 0.221 0.345 0.133 0.101
H -0.796 5.075 0.465 0.082 -0.099 0.035 0.088
C -3.512 -2.804 3.152 0.202 -1.979 -2.035 -0.238
C -3.686 -1.414 3.664 -0.115 0.823 -1.616 -0.195
C -4.241 -0.566 2.466 -1.159 -0.312 0.143 -0.187
S -3.617 -1.215 0.878 1.494 -2.931 1.345 0.750
O -2.395 -0.544 0.483 -1.419 0.565 0.499 -0.420
O -4.665 -1.520 -0.074 0.281 0.870 0.491 -0.312
C -2.978 -2.864 1.678 -0.334 2.723 0.130 -0.124
H -4.457 -3.344 3.103 -0.030 -0.111 0.547 0.115
H -2.793 -3.290 3.813 -0.281 -0.521 -0.081 0.113
H -2.687 -1.136 4.000 -0.435 0.864 0.336 0.092
H -4.453 -1.498 4.435 0.413 0.680 0.307 0.122
H -4.325 0.519 2.524 0.833 -0.010 -0.005 0.088
H -5.289 -0.841 2.353 -0.225 -0.254 0.110 0.096
H -1.912 -2.644 1.632 0.068 -0.401 -0.144 0.072
H -3.263 -3.651 0.981 -0.062 -0.110 0.503 0.103
C 5.597 -1.565 0.062 -0.068 1.721 -0.849 -0.249
C 5.188 -2.878 -0.528 -0.104 -0.516 -0.043 -0.214
C 3.664 -2.901 -0.833 0.298 0.903 2.148 -0.125
S 2.950 -1.974 0.663 0.232 -1.175 -0.041 0.791
O 2.693 -2.945 1.768 -0.147 1.650 -1.644 -0.362
O 1.900 -0.990 0.267 2.324 -1.655 1.090 -0.391
C 4.590 -1.217 1.101 -1.488 0.216 1.302 -0.226
H 5.610 -0.796 -0.711 0.108 0.175 -0.063 0.121
H 6.585 -1.599 0.521 0.034 -0.082 -0.164 0.125
H 5.494 -3.544 0.278 -0.557 -0.936 -0.366 0.120
H 5.797 -3.082 -1.408 -0.246 -0.243 -0.045 0.125
H 3.237 -3.900 -0.746 -0.209 0.234 -0.621 0.111
H 3.352 -2.237 -1.639 0.018 -0.608 -0.476 0.093
H 4.843 -1.736 2.026 -0.209 0.017 0.114 0.098
H 4.365 -0.177 1.338 0.432 0.142 -0.342 0.077
C -3.314 -2.291 -3.990 -0.251 -0.560 1.531 -0.235
C -2.373 -1.772 -5.062 -0.807 0.744 -0.674 -0.165
C -1.991 -0.259 -4.808 0.749 -0.153 0.273 -0.174
S -2.945 0.312 -3.351 -1.680 -1.795 -0.644 0.725
O -3.684 1.541 -3.512 0.525 -0.132 -0.276 -0.316
O -2.103 0.170 -2.187 -0.180 0.139 -0.347 -0.386
C -4.121 -1.139 -3.450 -0.048 1.232 -0.486 -0.199
H -2.873 -2.790 -3.127 0.965 0.288 -0.024 0.109
H -3.961 -3.109 -4.308 -0.199 0.273 -0.684 0.121
H -2.982 -1.653 -5.958 -0.240 -0.286 -0.140 0.104
H -1.662 -2.541 -5.363 0.761 0.624 0.474 0.119
H -2.176 0.336 -5.702 -0.564 0.082 0.249 0.097
H -0.967 0.012 -4.551 0.238 -0.635 0.263 0.081
H -4.817 -0.781 -4.209 -0.116 0.137 -0.140 0.100
H -4.709 -1.310 -2.548 0.507 0.131 0.203 0.086
C 1.450 -1.341 4.732 -0.866 0.952 -0.752 -0.174
C 2.583 -0.415 4.320 2.369 -0.123 0.264 -0.234
C 2.182 0.698 3.320 -0.298 -1.024 0.295 -0.174
S 0.399 0.461 3.058 -0.982 -1.681 -1.065 0.749
O -0.011 0.634 1.639 0.864 0.226 3.253 -0.420
O -0.408 1.134 4.065 0.623 0.336 -0.404 -0.322
C 0.403 -1.336 3.554 0.678 1.418 0.239 -0.154
H 1.112 -0.747 5.581 -1.124 -0.746 0.201 0.109
H 1.753 -2.336 5.055 0.032 0.152 -0.225 0.123
H 3.487 -0.923 3.985 -0.479 -0.648 -1.388 0.095
H 3.161 -0.077 5.180 -1.033 0.949 0.713 0.112
H 2.684 0.388 2.403 -0.437 0.927 -0.331 0.053
H 2.358 1.724 3.644 0.092 -0.139 -0.207 0.114
H 0.707 -1.858 2.646 0.196 -0.303 0.230 0.074
H -0.633 -1.557 3.810 0.178 -0.048 0.126 0.074
C 2.007 3.514 -3.082 1.291 -0.295 0.949 -0.166
C 1.941 4.708 -2.081 -1.419 0.839 -1.823 -0.222
C 2.190 4.309 -0.655 -0.506 -0.762 0.368 -0.206
S 2.271 2.475 -0.588 -2.320 -0.387 -1.529 0.778
O 0.891 1.857 -0.592 3.623 2.903 0.224 -0.422
O 3.241 2.061 0.405 -0.360 -0.026 -0.383 -0.323
C 2.857 2.468 -2.315 -0.239 -0.753 -0.228 -0.207
H 2.494 3.795 -4.016 0.292 0.031 0.171 0.114
H 1.041 3.127 -3.406 -0.093 -0.065 0.623 0.117
H 0.985 5.180 -2.305 -0.453 -0.159 0.795 0.112
H 2.578 5.559 -2.323 0.662 -0.466 -0.234 0.113
H 1.388 4.610 0.020 0.416 0.193 0.239 0.087
H 3.197 4.651 -0.420 -0.246 -0.157 0.784 0.109
H 2.799 1.457 -2.720 -0.114 -0.065 0.148 0.098
H 3.902 2.763 -2.221 0.074 0.110 -0.139 0.107
```
Forces are in eV/Å.

---

Record 3
DFT (ωB97M-V/def2-TZVPD) results for C30H50N2OS2Si5Y as an isolated structure in a non-equilibrium geometry.

Its HOMO energy (spin up / spin down) is -1.84 / -2.25 eV. Its orbital gap (spin up / spin down) is 4.121 / 4.584 eV. The calculation puts the relative energy (zero: lowest compared OMol25 entry of this formula, charge and spin) at 54.6 kcal/mol. As for the charge: -1. The calculation puts the largest force on an atom at 4.1 eV/Å.

```
91
Properties=species:S:1:pos:R:3:forces:R:3:lowdin_charge:R:1
Y 0.215 -0.121 -2.250 -0.645 1.130 0.319 1.260
C -0.248 4.574 -2.318 0.394 -1.191 -0.640 -0.040
C -0.708 3.123 -2.521 0.318 0.091 -0.260 -0.251
N 0.270 2.173 -2.396 -0.170 -0.982 -0.222 -0.195
N 1.610 2.566 -2.471 0.647 -0.253 -0.786 -0.115
C 2.375 1.882 -3.306 -1.279 0.859 2.487 -1.158
S 1.865 0.573 -4.294 0.039 -0.879 -0.764 0.473
S 4.130 2.099 -3.062 -0.110 0.404 1.036 0.831
C 4.114 2.714 -1.292 0.367 -1.289 -0.324 -0.413
C 3.638 4.088 -1.007 -0.813 1.136 -0.792 -0.273
C 3.133 4.466 0.249 1.196 -0.284 -1.661 -0.054
C 2.675 5.737 0.431 -0.453 1.238 -1.653 -0.088
C 2.560 6.629 -0.657 0.912 -0.219 0.457 -0.089
C 3.083 6.266 -1.898 -1.001 1.562 0.162 -0.120
C 3.627 5.037 -2.061 -0.022 -2.048 -0.370 -0.091
C -2.095 2.760 -2.782 1.951 -0.546 -0.228 -0.120
C -3.011 3.805 -3.084 0.808 -0.527 0.202 -0.088
C -4.342 3.584 -2.852 -1.314 -0.092 0.268 -0.154
C -4.851 2.293 -2.591 1.933 0.396 -0.144 -0.119
C -3.952 1.190 -2.577 -0.463 1.513 -0.458 -0.046
C -2.575 1.372 -2.746 -0.914 1.167 0.803 -0.338
O -1.777 0.314 -2.709 0.637 -0.331 0.051 -0.274
H 0.857 4.611 -2.360 -0.700 -0.013 0.320 0.050
H -0.627 4.950 -1.383 -0.055 0.243 0.589 0.072
H -0.603 5.226 -3.087 -0.349 0.491 -0.579 0.047
H 5.143 2.656 -0.973 0.730 -0.054 -0.191 0.068
H 3.645 1.930 -0.673 -0.292 0.492 -0.373 0.060
H 3.166 3.804 1.074 -0.010 -0.733 0.626 0.085
H 2.368 6.011 1.396 -0.562 0.549 1.129 0.081
H 2.194 7.639 -0.559 -0.294 0.022 0.349 0.088
H 2.957 6.956 -2.760 0.233 -0.540 0.667 0.115
H 3.830 4.696 -3.091 0.312 0.122 0.772 0.089
H -2.596 4.720 -3.534 -0.474 -0.175 0.847 0.100
H -4.996 4.451 -2.724 -0.108 -0.261 -0.660 0.085
H -5.898 2.181 -2.437 -0.618 -0.267 0.245 0.065
H -4.358 0.215 -2.410 0.047 -0.631 -0.030 0.085
C 0.348 -2.624 -4.060 -0.832 -0.117 -0.354 -0.210
Si -0.397 -3.410 -2.390 -0.966 0.796 0.094 0.472
C -2.357 -3.447 -2.531 0.843 -2.385 0.026 -0.186
C 0.491 -5.062 -2.063 -1.318 -0.385 -0.396 -0.210
C -0.232 -2.273 -0.944 0.272 -1.828 -3.253 -0.425
C -0.076 -1.795 0.184 0.390 2.112 3.535 -0.378
H -0.384 -2.786 -4.931 0.924 0.270 1.320 0.059
H 1.324 -3.038 -4.393 -0.544 0.114 0.442 0.032
H 0.537 -1.513 -4.039 -0.224 -1.076 -0.448 -0.115
H -2.673 -4.090 -3.411 0.152 0.851 0.878 0.033
H -2.755 -2.455 -2.597 -0.122 0.659 -0.257 -0.005
H -2.794 -3.922 -1.598 0.585 0.433 -0.999 0.027
H -0.026 -5.841 -2.724 1.025 0.805 0.763 0.040
H 0.255 -5.321 -0.991 0.678 0.138 -1.081 0.025
H 1.571 -4.936 -2.309 -0.789 -0.431 0.426 0.032
C -1.254 1.343 2.034 -0.162 -1.012 -0.947 -0.216
Si 0.453 0.513 2.450 -1.197 0.333 -0.382 0.416
C 1.948 1.104 1.409 -0.871 0.780 0.119 -0.215
C 0.871 1.027 4.200 -1.944 -0.217 0.725 -0.242
Si -0.154 -1.728 2.181 -0.174 -1.525 -2.025 0.472
Si -2.406 -2.745 2.431 0.973 0.109 1.000 0.410
C -3.192 -2.203 4.074 -0.098 1.525 -0.527 -0.245
C -2.310 -4.641 2.602 0.010 0.736 -1.416 -0.217
C -3.697 -2.436 1.102 -0.368 0.510 1.108 -0.199
Si 1.510 -3.306 2.967 0.108 0.576 -0.126 0.422
C 1.085 -4.535 4.323 -0.222 1.988 1.646 -0.238
C 2.053 -4.404 1.527 0.177 0.719 -0.628 -0.218
C 2.916 -2.196 3.647 -0.764 0.052 -1.163 -0.221
H -1.762 1.777 2.881 0.082 0.246 0.572 0.007
H -1.973 0.562 1.657 0.733 0.562 0.206 0.013
H -1.235 2.096 1.241 0.217 0.017 0.045 0.021
H 2.590 1.592 2.133 0.353 0.057 0.265 0.009
H 1.706 1.914 0.678 -0.029 -0.918 0.216 0.026
H 2.513 0.295 0.971 0.074 -0.230 -0.398 0.011
H 0.528 0.393 5.043 -0.081 0.118 -0.622 0.036
H 0.366 1.999 4.335 0.500 -0.120 0.098 0.032
H 1.907 1.102 4.314 1.714 0.446 0.224 -0.016
H -3.148 -1.073 4.104 0.044 -1.066 0.242 0.032
H -2.786 -2.621 5.007 -0.121 0.095 -0.424 0.024
H -4.257 -2.425 3.956 -0.038 -0.205 0.376 0.015
H -1.623 -5.006 3.360 -0.120 -0.097 0.046 -0.001
H -2.002 -4.975 1.582 -0.173 -0.263 0.757 0.031
H -3.364 -4.925 2.772 0.530 -0.219 0.072 0.030
H -4.167 -1.463 1.315 0.189 -0.111 -0.200 0.034
H -4.476 -3.181 1.369 0.316 0.157 -0.694 0.038
H -3.358 -2.432 0.074 -0.073 -0.310 -0.132 0.001
H 1.951 -4.795 4.924 0.506 -0.224 -0.208 0.019
H 0.628 -5.415 3.968 -0.720 -1.018 -0.341 -0.009
H 0.451 -4.018 5.094 0.077 -0.590 -0.726 0.041
H 1.506 -5.335 1.601 -0.038 -0.392 0.085 0.013
H 3.137 -4.615 1.482 -0.443 0.063 0.050 0.034
H 1.727 -3.950 0.569 0.375 -0.128 0.402 0.000
H 2.584 -1.368 4.283 0.132 -0.448 0.212 0.013
H 3.415 -1.740 2.797 -0.012 0.278 -0.347 0.017
H 3.664 -2.838 4.052 0.589 -0.328 0.953 0.005
```
Forces are in eV/Å.